1.
Density functional theory data (ωB97M-V/def2-TZVPD) for a structure of composition C33H31Br2N9O4S2Ta in a non-equilibrium geometry.

```
82
Properties=species:S:1:pos:R:3:forces:R:3:mulliken_charge:R:1
Ta 0.024574 -0.419944 -0.313569 0.0 1.0 0.2 2.2206
Br -7.133918 -0.013967 -2.583682 0.0 0.0 0.0 -0.0898
C -5.453476 -0.327906 -1.815910 -0.1 0.0 -0.1 -0.4966
C -5.351857 -0.644545 -0.463585 0.0 0.0 0.2 -0.5722
C -4.120500 -0.881909 0.127227 -0.1 0.0 0.0 -0.7882
C -2.971307 -0.768597 -0.633886 0.2 -0.1 0.0 0.5886
O -1.748740 -1.014242 -0.080956 -0.5 -0.2 0.1 -0.6534
C -3.060404 -0.479198 -2.002984 0.0 0.0 0.0 -0.0763
C -1.902397 -0.628766 -2.833920 0.0 0.0 0.0 0.0184
N -0.696905 -0.711566 -2.383704 0.0 0.0 0.1 0.3859
C 0.324025 -1.320848 -3.170958 0.0 -0.1 0.0 -0.3741
C 0.652162 -1.099283 -4.476118 0.0 0.1 -0.1 -0.2398
C 1.569897 -1.973253 -5.101918 0.0 0.1 -0.1 -1.2853
C 2.059920 -3.071877 -4.450755 0.0 -0.1 0.0 -0.8441
C 1.702697 -3.325308 -3.103720 0.0 0.0 0.0 0.6207
C 2.027190 -4.496883 -2.373890 0.0 0.0 0.0 -0.7430
C 1.534611 -4.656463 -1.108560 0.0 -0.1 0.0 -1.3163
C 0.825669 -3.607844 -0.500104 -0.1 0.1 -0.1 -0.3982
N 0.546450 -2.478964 -1.127274 0.1 -0.3 -0.1 0.1848
C 0.896964 -2.386490 -2.455233 0.0 0.0 0.1 0.8567
C -4.316375 -0.275772 -2.589672 0.1 0.1 -0.1 -0.7146
H -6.253882 -0.718101 0.131115 0.0 0.0 0.0 0.4962
H -4.064474 -1.171510 1.167261 0.0 0.0 0.0 0.5927
H -2.060538 -0.782323 -3.900334 0.0 0.0 0.0 0.6435
H 0.200130 -0.290904 -5.039980 0.0 0.0 0.0 0.6030
H 1.842904 -1.795105 -6.133786 0.0 0.0 0.0 0.4877
H 2.704112 -3.772035 -4.969885 0.0 0.0 0.0 0.4893
H 2.627168 -5.272263 -2.837199 0.0 0.0 0.0 0.5593
H 1.710322 -5.562764 -0.545134 0.0 0.0 0.0 0.5004
H 0.491915 -3.692050 0.526650 0.0 0.0 0.0 0.8860
H -4.392496 -0.081905 -3.653857 0.0 0.0 0.0 0.5811
N 3.082604 -2.429496 0.964691 0.1 0.1 0.0 -0.0598
C 3.323779 -1.412548 0.117322 0.0 0.0 0.0 -0.0221
N 2.413607 -0.628925 -0.455346 -0.1 -0.1 -0.1 1.0374
C 3.053113 0.300976 -1.276586 -0.1 -0.1 0.1 -0.9279
C 4.391339 0.220278 -1.332670 0.2 0.0 0.0 -0.5104
S 4.948930 -1.049944 -0.321928 0.0 0.0 0.0 -0.1712
C 2.196403 1.232505 -1.973432 -0.1 0.0 0.1 -0.7553
C 2.533829 2.104274 -2.934627 0.1 0.1 -0.1 -0.4739
S 1.148393 2.966100 -3.475979 0.0 0.0 -0.1 -0.1249
C 0.159208 2.071648 -2.400554 0.0 -0.1 0.0 -0.6824
N 0.834836 1.197875 -1.641660 0.2 0.0 -0.2 1.8460
N -1.173319 2.245137 -2.386897 0.1 0.0 0.1 0.0054
H 2.174000 -2.546306 1.375271 0.0 0.0 0.0 0.0128
H 3.858124 -2.893666 1.409020 0.0 0.0 0.0 0.2580
H 5.081322 0.834146 -1.891059 0.0 0.0 0.0 0.5209
H 3.507360 2.281598 -3.364502 -0.1 0.0 0.0 0.5336
H -1.563550 2.980208 -2.956478 0.0 0.0 0.0 0.2953
H -1.654047 2.033031 -1.520574 0.0 0.0 0.0 0.0376
C -2.251012 0.690938 2.749678 0.1 0.0 0.1 -0.5253
N -1.503955 1.907330 2.461263 0.1 0.0 -0.2 0.3477
C -1.146027 2.687686 3.653055 0.0 0.0 -0.1 -1.3188
C -1.128072 2.263623 1.228825 -0.1 0.1 0.0 -0.0374
O -1.032752 1.402654 0.253351 -0.1 -0.4 0.1 0.1843
N -0.875897 3.554073 0.971998 0.1 0.1 0.0 0.2021
C 0.157655 3.958699 0.024581 0.0 0.0 0.1 -1.0446
C -1.647686 4.657196 1.557523 0.1 -0.1 0.0 -1.1223
H -1.723330 0.108842 3.507794 0.0 0.0 0.0 0.3499
H -2.364675 0.098707 1.858654 0.0 -0.1 -0.2 -0.4190
H -3.235489 0.943284 3.145497 0.0 0.0 0.0 0.5575
H -0.827580 1.988132 4.424498 0.0 0.0 0.0 0.4564
H -1.990962 3.256499 4.038219 0.0 0.0 0.0 0.3656
H -0.323058 3.359423 3.433807 0.0 0.0 0.0 0.4116
H 0.819239 3.123734 -0.183765 0.0 0.0 0.0 0.0999
H 0.749665 4.752899 0.479247 0.0 0.0 0.0 0.5115
H -0.270501 4.347690 -0.900001 0.0 0.0 0.0 0.3532
H -2.535743 4.279716 2.053918 0.0 0.0 0.0 0.3434
H -1.963827 5.312870 0.746721 0.0 0.0 0.0 0.4068
H -1.053543 5.240771 2.260577 0.0 0.0 0.0 0.3681
Br 1.081892 -3.231002 6.632876 0.0 0.0 0.0 -0.0698
C 1.359961 -1.724739 5.558467 0.0 0.0 0.1 -0.2719
C 1.910110 -0.563188 6.112538 0.0 0.1 0.0 -0.2331
N 2.128876 0.549704 5.413835 0.0 -0.1 0.0 -0.5935
C 1.813208 0.552640 4.128415 0.0 0.0 0.1 -0.5602
C 1.252478 -0.555349 3.494400 -0.1 0.0 -0.1 0.2035
C 1.018740 -1.723671 4.225901 -0.1 -0.1 -0.1 -0.3261
C 0.893611 -0.457029 2.097791 0.0 -0.1 -0.1 1.6261
O 0.431046 -1.484427 1.420964 0.0 0.0 0.2 -1.0536
O 0.978074 0.593257 1.408881 0.2 0.0 0.1 -0.9496
H 2.176518 -0.543218 7.163882 0.0 0.0 0.0 0.4439
H 2.010311 1.462651 3.570997 0.0 0.0 0.0 0.7185
H 0.563381 -2.594693 3.769918 0.0 0.0 0.0 0.6329
```
Forces are in eV/Å.

Its energy is -8070.7037 Eh. The lowest unoccupied orbital energy is -0.3410 hartree. As for the HOMO-LUMO gap: 6.582 eV. As for the total charge: +3.

=====

2.
Density functional theory data (ωB97M-V/def2-TZVPD) for a structure of composition C33H31BrClN4OTl.

```
72
Properties=species:S:1:pos:R:3:forces:R:3:mulliken_charge:R:1
Tl -0.427255 1.266232 0.639341 -0.4 0.5 0.2 0.3038
Cl 5.616040 -2.731606 3.333823 -0.1 0.1 0.0 -0.3265
C 4.217679 -1.684430 3.069784 -0.1 -0.1 0.2 0.1695
C 3.076931 -1.822936 3.888597 0.2 -0.1 0.0 -0.4789
C 2.013064 -0.992675 3.716177 0.0 0.1 -0.1 -0.6122
C 1.986120 0.071438 2.729967 0.0 0.0 0.2 0.5839
O 1.053130 0.912492 2.737902 0.2 -0.2 -0.1 -0.9045
C 3.129024 0.104465 1.846800 0.2 -0.1 0.0 0.7804
C 3.304568 0.996493 0.730380 0.1 0.1 0.1 -0.8068
N 2.424477 1.621516 0.040613 0.1 0.2 -0.2 0.1558
C 2.876394 2.338951 -1.075441 -0.2 -0.2 0.3 -0.1124
C 3.928174 1.943887 -1.867331 0.2 -0.1 -0.4 -0.2657
C 4.307263 2.655849 -3.030061 0.0 -0.3 0.3 -0.7957
C 3.623647 3.761182 -3.430703 -0.2 0.1 0.0 -0.8768
C 2.517606 4.199148 -2.657531 0.0 0.0 -0.1 1.2426
C 1.735910 5.322483 -3.016971 0.2 -0.1 -0.2 -0.6755
C 0.697721 5.705960 -2.230955 -0.2 0.0 0.4 -0.5639
C 0.441334 4.966665 -1.043124 -0.2 0.4 -0.3 -0.4220
N 1.132050 3.930833 -0.687140 0.3 -0.2 0.1 -0.3255
C 2.149617 3.507547 -1.480357 0.0 0.2 0.2 0.1594
C 4.232825 -0.746362 2.084186 -0.1 0.1 -0.2 -0.9138
H 3.061134 -2.588941 4.655305 0.0 0.0 0.0 0.3749
H 1.130564 -1.085980 4.337336 0.0 0.0 0.0 0.3457
H 4.363191 1.128128 0.466237 0.1 0.0 -0.1 0.5340
H 4.452362 1.029740 -1.627145 0.0 0.0 0.0 0.5410
H 5.143909 2.295573 -3.617318 0.0 0.0 0.0 0.3519
H 3.892573 4.297637 -4.333819 0.0 0.0 0.0 0.3393
H 1.974042 5.855928 -3.931464 0.0 0.0 0.0 0.3583
H 0.084788 6.563005 -2.483342 0.0 0.0 0.0 0.3447
H -0.369866 5.250926 -0.374980 0.0 0.0 -0.1 0.4351
H 5.098642 -0.675806 1.432464 0.0 0.1 0.0 0.2864
Br -4.020618 3.735611 1.190477 0.0 0.0 0.0 -0.1733
C -4.241332 2.335916 -0.093030 -0.4 -0.1 0.0 0.1716
C -5.466662 1.675534 -0.147413 0.2 0.2 0.2 -0.4289
C -5.575368 0.637968 -1.050353 -0.2 -0.1 0.0 -0.2059
C -4.494077 0.310807 -1.846773 0.3 0.0 -0.1 -0.4938
C -3.335035 1.062231 -1.719146 0.1 -0.3 0.0 -0.1167
N -3.219766 2.066912 -0.852741 0.0 0.3 -0.1 -0.2760
H -6.275618 1.953190 0.512662 0.0 0.0 0.0 0.3805
H -6.495822 0.068825 -1.110682 0.0 0.0 0.0 0.3586
H -4.530993 -0.520522 -2.536548 0.0 0.0 0.0 0.3679
H -2.447553 0.835106 -2.298960 0.0 0.0 0.0 0.3514
C -1.893647 -0.997542 3.022231 0.1 0.0 0.0 -1.2410
C -2.747430 -1.224574 1.767958 0.0 0.0 0.1 2.6477
C -4.202389 -1.442912 2.182075 -0.1 0.1 0.0 -2.2036
C -2.161233 -2.323106 0.916411 0.4 0.1 -0.1 0.0195
C -2.669187 -3.608044 0.976063 0.1 -0.1 -0.1 -0.1476
C -2.104743 -4.689266 0.285304 0.1 0.3 0.0 -1.2883
C -0.952328 -4.415873 -0.467722 -0.2 -0.1 0.1 -0.4125
C -0.389488 -3.161536 -0.580507 -0.2 0.2 0.0 0.5826
C 0.877208 -3.023513 -1.405013 0.0 0.2 0.0 0.3721
C 2.063517 -2.572103 -0.545256 0.0 0.0 0.0 -1.0891
C 0.703128 -2.076006 -2.600437 0.0 0.0 0.0 -1.6314
C -0.971835 -1.972272 0.087038 -0.1 -0.5 0.0 0.2147
N -0.470890 -0.776016 -0.061254 -0.1 -0.5 0.0 -0.5578
H -2.253002 -0.148357 3.619709 0.0 0.0 -0.1 0.2078
H -0.857487 -0.797548 2.741894 -0.1 0.0 0.1 0.1039
H -1.916458 -1.899103 3.644920 0.0 0.0 0.0 0.3647
H -2.688393 -0.305099 1.168508 -0.1 0.0 0.0 -1.0067
H -4.293919 -2.252246 2.914869 0.0 0.0 0.0 0.4125
H -4.828031 -1.695994 1.321377 0.0 0.0 0.0 0.4604
H -4.606270 -0.535670 2.648158 0.0 0.0 0.0 0.4061
H -3.545932 -3.801140 1.594285 0.0 0.0 0.0 0.1821
H -2.525804 -5.686464 0.345584 0.0 0.0 0.0 0.2962
H -0.463437 -5.239614 -0.991948 0.0 0.0 0.0 0.2064
H 1.105809 -4.020789 -1.803582 0.0 0.0 0.0 0.3825
H 1.818411 -1.607339 -0.098553 0.0 0.0 0.0 -0.1852
H 2.979338 -2.469757 -1.145964 -0.1 0.0 0.0 0.4524
H 2.259096 -3.289256 0.257126 0.0 0.0 0.0 0.3227
H 0.397010 -1.100193 -2.217940 0.0 0.0 0.0 0.1553
H -0.068988 -2.451473 -3.280792 0.0 0.0 0.0 0.3442
H 1.642585 -1.976105 -3.163241 -0.1 0.0 0.0 0.4678
```
Forces are in eV/Å.

Its energy is -4777.0285 Eh. The lowest unoccupied orbital energy is 0.1478 hartree. As for the HOMO-LUMO gap: 3.463 eV. The calculation puts the energy above the lowest of the compared OMol25 structures with the same formula, charge and spin at 0.0 kcal/mol. As for the total charge: -2.

=====

> Which value of HOMO-LUMO gap does entry 1 give?

6.582 eV